A 5-piece molecular cluster, C9H31BN8O8Si overall. Source: the Open Molecules 2025 dataset; level of theory: ωB97M-V/def2-TZVPD.

Each line ends with the natural charge from an NBO analysis.
Cartesian coordinates (Å):
C: 2.38692 -1.83478 1.48490  -0.684
C: 1.86084 -3.39675 1.71655  -0.088
O: 0.49866 -3.44235 2.27128  -0.723
B: -0.52916 -3.30748 1.18592  0.758
O: -0.23673 -2.91280 -0.20750  -0.968
Si: -2.35832 -3.75419 1.72905  1.052
O: -3.55506 -3.46968 0.46620  -0.871
C: -4.86191 -3.73467 1.15522  -0.101
C: -5.88197 -2.41393 1.04829  0.077
C: -5.22906 -1.06046 1.70980  -0.651
O: -7.08156 -2.79237 1.84784  -0.742
H: 1.54923 -1.11355 1.10062  0.172
H: 2.71649 -1.45281 2.56104  0.212
H: 3.29566 -1.90420 0.73657  0.286
H: 2.58446 -3.83800 2.55613  0.193
H: 2.01806 -4.07974 0.76511  0.188
H: 0.01658 -1.93468 -0.27306  0.503
H: -2.69674 -2.84775 2.83363  -0.168
H: -2.28755 -5.17088 2.16076  -0.170
H: -5.37656 -4.72082 0.77972  0.201
H: -4.63252 -3.83182 2.32268  0.170
H: -6.13737 -2.30278 -0.09210  0.171
H: -5.61839 -0.14734 1.07559  0.232
H: -4.04770 -1.04632 1.67512  0.222
H: -5.53352 -0.97374 2.83661  0.234
H: -7.84433 -2.33181 1.35162  0.471
C: 3.77437 -2.48532 -2.13688  0.775
O: 4.05468 -2.36105 -0.95511  -0.688
N: 2.53386 -2.78454 -2.56260  -0.842
N: 4.68098 -2.33413 -3.11912  -0.840
H: 2.28378 -2.89099 -3.53125  0.390
H: 1.82118 -2.90670 -1.85514  0.421
H: 5.62729 -2.10836 -2.84170  0.410
H: 4.46924 -2.43249 -4.09770  0.389
C: -3.02205 1.90348 1.31151  0.768
O: -3.91380 1.39015 1.96867  -0.684
N: -2.90710 3.23474 1.15610  -0.848
N: -2.07454 1.18373 0.68396  -0.857
H: -2.17988 3.67595 0.61886  0.394
H: -3.60032 3.81318 1.61240  0.403
H: -2.12449 0.17746 0.77538  0.394
H: -1.33244 1.58831 0.13833  0.424
C: 1.38182 2.91358 -0.13558  0.780
O: 0.26308 2.52542 -0.43277  -0.716
N: 2.37452 2.07461 0.21126  -0.832
N: 1.72197 4.21506 -0.12836  -0.847
H: 3.30203 2.37530 0.45918  0.397
H: 2.16043 1.08594 0.21856  0.414
H: 1.00370 4.88025 -0.38339  0.410
H: 2.63782 4.55398 0.11345  0.410
C: 4.20565 6.26273 -2.51008  0.765
O: 4.08749 6.72711 -1.38715  -0.679
N: 5.20000 6.61847 -3.34336  -0.841
N: 3.35203 5.35369 -3.01465  -0.845
H: 5.31381 6.24720 -4.27145  0.388
H: 5.86470 7.30056 -3.00238  0.411
H: 2.58885 5.05858 -2.41975  0.411
H: 3.43286 4.95981 -3.93684  0.389

Computed properties:
2S+1: 1
SMILES: CCOB(O)[SiH2]OC[C@H](C)O.NC(N)=O.NC(N)=O.NC(N)=O.NC(N)=O
Strongest force on any atom in eV Å⁻¹: 4.4
Electronic energy in Eh: -1715.9627

A 5-piece molecular cluster, C9H31BrN4O overall. Source: the Open Molecules 2025 dataset; level of theory: ωB97M-V/def2-TZVPD.

Each line ends with the natural charge from an NBO analysis.
Cartesian coordinates (Å):
N: 1.23916 -1.12275 -3.47751  -0.877
H: 1.32071 -0.23739 -4.00359  0.451
H: 2.14099 -1.49836 -3.23327  0.448
H: 0.75770 -1.72500 -4.10801  0.443
H: 0.78574 -0.90346 -2.56404  0.479
N: -5.61984 -0.74524 -2.02775  -0.880
H: -5.72145 0.25445 -1.79555  0.449
H: -4.65540 -0.99744 -2.02068  0.460
H: -6.13694 -0.85961 -2.93190  0.455
H: -5.95158 -1.27779 -1.24964  0.447
N: -2.81479 -1.96688 2.53883  -0.906
H: -1.80419 -1.85781 2.45894  0.451
H: -3.18834 -1.60022 1.59269  0.486
H: -3.16835 -1.50926 3.38695  0.452
H: -2.92994 -2.98124 2.70444  0.452
Br: -2.89280 -1.18065 -0.75796  -0.853
C: -0.08545 2.53821 -0.73698  -0.631
C: 1.09851 1.83510 -0.08712  0.142
C: 1.28034 2.37045 1.34687  -0.404
C: 2.03898 1.45081 2.27120  -0.416
C: 1.47316 0.08033 2.29320  -0.393
C: 1.34703 -0.55093 0.88807  0.121
N: 0.60135 0.44906 0.13552  -0.189
O: 0.22960 -0.13050 -1.10288  -0.685
C: 2.64343 -1.04019 0.25123  -0.641
C: 0.37777 -1.74507 1.00353  -0.592
C: 2.39384 1.94581 -0.96022  -0.640
H: -0.17168 3.54639 -0.35448  0.231
H: -0.98579 2.05079 -0.31859  0.219
H: -0.17012 2.61126 -1.81661  0.214
H: 1.85274 3.28392 1.22257  0.228
H: 0.30613 2.54509 1.73702  0.211
H: 2.05886 1.76618 3.28992  0.237
H: 3.10018 1.51434 1.97362  0.209
H: 0.47910 0.10882 2.72643  0.193
H: 2.00544 -0.63812 2.95003  0.224
H: 3.28383 -0.17481 0.00672  0.228
H: 3.20051 -1.69649 0.98019  0.245
H: 2.45009 -1.53107 -0.73090  0.178
H: 0.32358 -2.36528 0.07582  0.222
H: 0.79959 -2.45191 1.73990  0.219
H: -0.62401 -1.43267 1.28736  0.163
H: 2.21829 2.86400 -1.45570  0.229
H: 2.61461 1.16393 -1.68744  0.191
H: 3.21526 1.98278 -0.25687  0.220
H: -0.71583 -0.14154 -1.18340  0.512

Computed properties:
Net charge: +2
2S+1: 1
Strongest force on any atom in eV Å⁻¹: 3.1
Electronic energy in Eh: -3229.2124

C9H31Cd2O12 as an isolated structure. Source: the Open Molecules 2025 dataset; level of theory: ωB97M-V/def2-TZVPD.

Each line ends with the natural charge from an NBO analysis.
Cartesian coordinates (Å):
Cd: -1.17952 -0.15563 4.93056  0.966
Cd: 3.30159 -0.84284 3.83567  1.279
C: -2.53640 -6.21159 2.91668  -0.610
C: -2.93190 -4.69541 3.06355  -0.122
O: -2.17355 -4.08304 4.08622  -0.335
H: -3.02256 -6.50094 1.98500  0.229
H: -2.87848 -6.77903 3.78218  0.233
H: -1.46128 -6.28906 2.75479  0.222
H: -3.97429 -4.47491 3.29353  0.182
H: -2.63256 -4.05049 2.23738  0.246
O: 1.57379 -0.49289 6.55801  -1.082
H: 1.63855 -0.26267 7.50529  0.438
O: 0.56699 0.04674 2.21046  -1.100
H: 0.47813 -0.47575 1.38971  0.431
C: -0.09176 -2.57686 -4.70677  -0.096
C: 0.88820 -1.67691 -3.97811  -0.102
O: 1.15914 -2.36752 -2.82620  -0.488
C: 0.88510 -3.69861 -3.12572  0.963
O: 1.20297 -4.71538 -2.46163  -0.598
O: 0.31761 -3.77315 -4.25873  -0.452
H: -0.00365 -2.47094 -5.78802  0.205
H: -1.14464 -2.42183 -4.47118  0.184
H: 0.55768 -0.70747 -3.60525  0.203
H: 1.75668 -1.55452 -4.62533  0.179
O: -3.59663 1.25891 2.69994  -0.956
H: -4.18015 1.97224 2.95860  0.477
H: -3.20814 1.55339 1.87617  0.485
O: 2.39681 -3.58380 2.50353  -0.970
H: 2.76156 -4.46775 2.46080  0.489
H: 1.48936 -3.68446 2.21609  0.490
O: -0.30377 3.95526 1.51287  -0.943
H: -0.91939 4.36130 2.12310  0.468
H: -0.24325 3.04513 1.80308  0.474
O: 4.70529 -0.15800 0.98915  -0.974
H: 5.60178 -0.17282 0.65404  0.487
H: 4.17800 0.14643 0.25055  0.496
C: 3.94745 5.25957 -0.57265  -0.675
C: 3.39604 4.33904 -1.72472  -0.071
O: 2.87490 3.12830 -1.17708  -0.721
H: 4.95961 5.64948 -0.68040  0.225
H: 3.85934 4.97084 0.47471  0.221
H: 3.37177 6.18515 -0.57278  0.214
H: 4.01286 3.99072 -2.55316  0.186
H: 2.56903 4.85522 -2.21229  0.159
H: 2.29165 3.53101 -0.52958  0.462
C: -3.27904 3.66321 -2.77999  -0.644
C: -3.86296 2.22735 -2.55437  -0.054
O: -2.98502 1.55697 -1.67792  -0.735
H: -3.76913 4.22492 -3.57521  0.219
H: -2.28078 3.63912 -3.21703  0.199
H: -3.22397 4.15619 -1.80940  0.213
H: -3.93099 1.74971 -3.53178  0.154
H: -4.86154 2.22208 -2.11741  0.182
H: -2.06650 1.65600 -1.93894  0.468

Computed properties:
Net charge: +1
2S+1: 1
Strongest force on any atom in eV Å⁻¹: 6.6
Electronic energy in Eh: -1599.1028

| no. | highest occupied orbital energy (eV) |
| --- | --- |
| 1 | -9.130 |
| 2 | -13.725 |
| 3 | -10.586 |